Entry 1:
One molecule with the formula C2H5P. Source: OMol25; level of theory: the ωB97M-V functional and the def2-TZVPD basis.

Last column: Mulliken spin population.
Cartesian coordinates (Å):
C (-0.0835, 1.2927, -0.8648)  0.7475
C (0.1590, -0.9000, 1.2841)  0.7680
P (-0.1272, -0.3431, -0.3290)  0.4324
H (-0.4970, 1.7177, -1.6773)  0.0182
H (0.7473, 1.8876, -0.5451)  0.0148
H (-0.2291, -1.7879, 1.5600)  0.0176
H (0.8365, -0.2880, 1.7352)  -0.0050
H (-0.9907, -1.2450, -1.0530)  0.0065

As for the spin multiplicity: 3. For the energy above the lowest of the compared OMol25 structures with the same formula, charge and spin, the calculation gives 50.9 kJ/mol. For the HOMO-LUMO gap (alpha / beta), the calculation gives 7.159 / 8.367 eV.


Entry 2:
H22LiO15PZr as an isolated structure. Source: OMol25; level of theory: the ωB97M-V functional and the def2-TZVPD basis.

Last column: Mulliken charge in e.
Cartesian coordinates (Å):
Li (-0.0174, -1.2565, 2.5928)  0.8256
Zr (-1.4128, 1.4586, 0.2738)  1.2420
P (0.3022, -0.3580, -0.2790)  0.3568
O (-1.1183, -0.3695, -0.7723)  -0.2886
O (0.4810, 1.1159, -0.5282)  -0.4397
O (1.4225, -1.4538, -0.3838)  -0.5442
O (-0.2339, -0.0430, 1.0880)  -0.2848
O (-1.9250, -2.7564, -1.4836)  -0.5766
H (-2.1978, -2.8716, -2.3939)  0.3130
H (-1.7757, -1.8151, -1.3951)  0.3380
O (-0.7397, 3.4827, -0.6041)  -0.4075
H (-0.1548, 3.5550, -1.3583)  0.2648
H (-0.8261, 4.3794, -0.2806)  0.3161
O (-3.4147, 0.1879, 0.2026)  -0.4410
H (-4.2922, 0.3320, -0.1516)  0.2967
H (-3.3571, -0.7600, 0.3227)  0.2874
O (0.2736, -3.6629, -0.1737)  -0.6430
H (1.0068, -4.2432, -0.3786)  0.3735
H (0.6280, -2.7805, -0.2840)  0.5282
O (-2.2598, 1.7446, -1.9406)  -0.4601
H (-2.9469, 2.2790, -2.3387)  0.2957
H (-2.0471, 1.0916, -2.6073)  0.2681
O (2.7781, -2.7590, -2.2011)  -0.6395
H (2.4003, -2.3314, -1.4326)  0.1942
H (2.5652, -2.1754, -2.9293)  0.2915
O (1.6336, -2.2941, 2.1369)  -0.6645
H (1.7382, -2.0283, 1.2233)  0.3245
H (2.3540, -2.9047, 2.2933)  0.2753
O (-2.1822, 0.9302, 2.5548)  -0.4186
H (-2.4823, 0.0717, 2.8535)  0.2690
H (-2.0788, 1.4409, 3.3577)  0.2806
O (-0.2224, 2.7265, 1.8310)  -0.4108
H (0.3734, 2.4326, 2.5201)  0.2812
H (-0.0671, 3.6688, 1.7654)  0.2673
O (3.7590, -0.5124, -0.0697)  -0.6681
H (2.9003, -0.8791, -0.2803)  0.5786
H (3.6285, 0.4355, -0.0976)  0.3856
O (2.7567, 2.4277, -0.4885)  -0.6570
H (2.6921, 2.7143, 0.4225)  0.3030
H (2.0588, 1.7799, -0.5863)  0.3870

The charge is +2. For the HOMO-LUMO gap, the calculation gives 6.090 eV.


Entry 3:
C29H32N5ORu as an isolated structure. Source: OMol25; level of theory: the ωB97M-V functional and the def2-TZVPD basis.

Last column: Mulliken spin population.
Cartesian coordinates (Å):
Ru (0.0671, -0.4469, 0.8698)  0.2066
C (-0.7617, -0.2636, -4.2330)  0.0043
C (-1.8117, 0.7485, -3.7735)  -0.0054
C (-1.3110, 1.7186, -2.7096)  0.0795
C (-1.2632, 3.0371, -3.1448)  -0.0370
C (-0.7259, 4.0664, -2.3943)  0.0878
C (-0.1490, 3.7684, -1.1771)  -0.0316
C (-0.1394, 2.4737, -0.6862)  0.0294
C (0.6117, 2.3150, 0.6263)  -0.0107
C (2.1264, 2.3725, 0.4674)  0.0138
C (-0.7894, 1.4283, -1.4036)  0.0589
N (-0.8679, 0.1595, -0.7820)  0.2840
C (-1.7080, -0.7939, -1.2477)  -0.0661
C (-1.6634, -2.0440, -0.6752)  0.1398
C (-2.3094, -3.2936, -0.9437)  -0.0332
C (-1.7802, -4.1877, -0.0698)  0.1159
C (-0.8227, -3.4727, 0.7462)  0.1385
N (-0.7631, -2.2168, 0.3915)  -0.0066
H (-1.1462, -0.8587, -5.0601)  -0.0008
H (-0.4526, -0.9599, -3.4503)  0.0050
H (0.1300, 0.2573, -4.5841)  -0.0013
H (-2.7554, 0.2676, -3.5080)  0.0009
H (-2.0841, 1.3572, -4.6333)  0.0007
H (-1.6616, 3.2666, -4.1236)  0.0021
H (-0.7357, 5.0794, -2.7722)  -0.0009
H (0.3089, 4.5534, -0.5878)  0.0014
H (0.1631, 1.4388, 1.1238)  0.0029
H (0.3064, 3.1119, 1.3077)  0.0003
H (2.5310, 1.5575, -0.1232)  -0.0016
H (2.6236, 2.3963, 1.4372)  0.0000
H (2.3805, 3.3025, -0.0409)  -0.0010
H (-2.3972, -0.5910, -2.0450)  0.0056
H (-3.0489, -3.4717, -1.7069)  -0.0018
H (-2.0084, -5.2369, 0.0221)  0.0011
H (-0.2288, -3.8768, 1.5537)  0.0133
O (0.9206, -0.9227, 2.7927)  -0.0020
C (2.2715, -0.4323, 3.0334)  -0.0007
C (3.2781, -1.5278, 2.7530)  0.0020
C (2.9251, -2.3101, 1.4862)  -0.0080
C (2.9818, -1.5083, 0.2103)  0.0015
C (4.1895, -1.4647, -0.4735)  0.0007
C (4.2722, -0.8843, -1.7250)  -0.0007
C (3.1046, -0.3861, -2.2799)  -0.0021
C (1.9501, -0.4200, -1.5288)  0.0098
N (1.8679, -0.9205, -0.2805)  0.0022
H (0.8490, -1.7935, 3.2021)  0.0007
H (2.3225, -0.0624, 4.0564)  -0.0002
H (2.3929, 0.4062, 2.3495)  -0.0005
H (3.3325, -2.2161, 3.6001)  0.0000
H (4.2651, -1.0684, 2.6679)  -0.0001
H (1.9203, -2.7291, 1.5710)  0.0028
H (3.5932, -3.1637, 1.3851)  -0.0005
H (5.0542, -1.9324, -0.0219)  0.0000
H (5.2099, -0.8519, -2.2626)  0.0000
H (3.0787, 0.0401, -3.2725)  0.0001
H (1.0492, -0.0019, -1.9473)  -0.0028
N (-4.9574, 3.4102, 1.4863)  0.0000
C (-4.3932, 2.4889, 1.8731)  0.0001
C (-3.6439, 1.3504, 2.3243)  -0.0008
C (-4.0589, 0.5501, 3.3838)  0.0006
C (-3.2603, -0.5290, 3.7233)  -0.0008
C (-2.1006, -0.7653, 3.0121)  0.0032
N (-1.6905, 0.0047, 1.9940)  0.0077
C (-2.4642, 1.0433, 1.6628)  -0.0036
H (-4.9751, 0.7670, 3.9152)  0.0000
H (-3.5304, -1.1931, 4.5315)  0.0000
H (-1.4803, -1.6143, 3.2612)  -0.0003
H (-2.1386, 1.6745, 0.8466)  -0.0017

As for the spin multiplicity: 2. The charge is +2. For the HOMO-LUMO gap (alpha / beta), the calculation gives 7.787 / 5.939 eV.


Entry 4:
One molecule with the formula C5H7NO. Source: OMol25; level of theory: the ωB97M-V functional and the def2-TZVPD basis.

Last column: Mulliken charge in e.
Cartesian coordinates (Å):
C (-0.8725, 0.8910, -0.2235)  -0.3175
C (0.2984, 1.3623, 0.2251)  -0.3865
O (1.0077, 0.6157, 1.1597)  -0.3844
C (1.6377, -0.2923, 0.2727)  -0.2532
N (0.9384, -1.3628, -0.2711)  -0.4963
C (-0.3269, -1.3385, -0.4054)  -0.0086
C (-1.3589, -0.4474, 0.1723)  -0.5471
H (-1.4554, 1.4020, -0.9656)  0.3782
H (0.5738, 2.4109, 0.2125)  0.4472
H (1.5513, 0.5288, -0.6855)  0.3524
H (2.6385, -0.5554, 0.6430)  0.3059
H (-0.7408, -2.0160, -1.1241)  0.3800
H (-1.4777, -0.5763, 1.2348)  0.2476
H (-2.3073, -0.6784, -0.2996)  0.2823

For the energy above the lowest of the compared OMol25 structures with the same formula, charge and spin, the calculation gives 324.4 kJ/mol. For the HOMO-LUMO gap, the calculation gives 10.134 eV.


Record-wise max |F| values, in eV/A: 3.41, 8.91, 0.86, 3.19